(1)
Entry from the OMol25 dataset: a structure of composition C5H12N3S4 (ωB97M-V/def2-TZVPD).

Computed properties:
Total charge ... +1
LUMO level (spin up / spin down) ... -0.15228 / -0.15804 hartree
Gap between HOMO and LUMO (spin up / spin down) ... 7.5 / 7.1 eV
Relative energy (zero: lowest compared OMol25 entry of this formula, charge and spin) ... 82.1 kcal per mole

Positions of all 24 atoms, in Å:
C  -0.222  -0.580  4.265
C  -0.311  -0.016  -0.022
C  -0.724  0.050  -2.814
C  2.136  -0.584  -0.474
C  0.692  -0.149  -2.387
N  -1.051  -1.120  4.913
N  -1.900  0.672  1.776
N  0.848  0.187  -0.937
S  0.956  0.052  3.411
S  -0.902  1.448  0.834
S  1.834  0.854  -3.419
S  -2.943  1.518  2.665
H  -0.707  -0.988  0.233
H  -1.024  1.014  -3.300
H  -0.900  -0.732  -3.634
H  -1.476  0.020  -1.956
H  2.813  -0.528  -1.294
H  2.465  -0.134  0.473
H  1.844  -1.672  -0.352
H  0.990  -1.212  -2.567
H  -1.497  -1.954  5.160
H  1.046  1.239  -0.907
H  1.384  2.127  -3.034
H  -3.354  0.486  3.367



(2)
Entry from the OMol25 dataset: a structure of composition C18H33INO2P2Rh (ωB97M-V/def2-TZVPD).

Computed properties:
Total charge ... +2
LUMO level (spin up / spin down) ... -0.17331 / -0.35772 hartree
Spin multiplicity ... 5
Gap between HOMO and LUMO (spin up / spin down) ... 8.5 / 4.1 eV
Expectation value of S² ... 6.014

Positions of all 58 atoms, in Å:
C  2.106  7.096  -2.131
C  1.710  5.677  -2.446
H  2.293  7.615  -3.081
H  3.022  7.123  -1.529
H  1.303  7.618  -1.598
O  1.606  5.163  -3.539
I  1.270  4.382  -0.736
Rh  -0.422  -0.430  0.478
P  -2.201  0.791  0.002
C  -3.383  -0.138  -1.025
C  -2.883  0.871  1.688
H  -3.918  1.230  1.681
H  -3.223  2.908  -0.481
H  -2.241  1.534  2.282
H  -1.507  3.103  0.031
H  -3.513  -1.146  -0.591
H  -2.827  -0.132  2.121
C  -2.203  2.505  -0.571
H  -4.361  0.364  -1.041
H  -1.882  2.548  -1.619
H  -2.989  -0.217  -2.050
P  2.104  -0.417  0.174
C  2.848  -1.771  -0.848
C  3.199  0.955  -0.331
H  2.495  0.027  2.501
H  3.850  -0.939  1.828
H  2.289  -1.720  2.235
C  2.759  -0.812  1.846
H  2.932  1.865  0.222
H  4.253  0.687  -0.137
H  3.932  -1.854  -0.663
H  2.672  -1.536  -1.907
H  3.064  1.144  -1.404
H  2.397  -2.747  -0.644
C  -0.504  -1.315  -1.121
O  -0.530  -1.834  -2.158
C  -5.617  -2.101  1.099
N  -4.241  -2.491  0.877
C  -4.125  -3.670  0.046
C  -3.496  -2.531  2.163
C  -2.066  -3.025  2.074
C  -1.799  -4.243  2.715
C  -0.538  -4.859  2.625
C  0.494  -4.267  1.906
C  0.214  -3.061  1.230
C  -0.993  -2.423  1.372
H  -6.135  -2.009  0.153
H  -5.662  -1.143  1.622
H  -6.132  -2.849  1.706
H  -3.099  -3.854  -0.284
H  -4.501  -4.566  0.555
H  -4.743  -3.518  -0.844
H  -3.511  -1.516  2.577
H  -4.066  -3.135  2.911
H  -2.575  -4.724  3.335
H  -0.315  -5.816  3.114
H  1.509  -4.669  1.838
H  1.009  -2.625  0.623



(3)
Entry from the OMol25 dataset: a cluster of 2 separate species, CF2O3S in total (ωB97M-V/def2-TZVPD).

Computed properties:
Total charge ... 0
LUMO level ... -0.01182 hartree
Gap between HOMO and LUMO ... 12.3 eV
Relative energy (zero: lowest compared OMol25 entry of this formula, charge and spin) ... 4.7 kcal per mole

Positions of all 7 atoms, in Å:
C  -1.651  0.698  -1.738
O  -2.161  0.147  -2.627
O  -0.120  -0.688  0.924
O  -1.038  1.334  -1.036
F  2.239  -1.403  0.854
F  1.547  0.058  2.671
S  1.184  -0.145  0.953



(4)
Entry from the OMol25 dataset: an isolated molecule of C5H9NO (ωB97M-V/def2-TZVPD).

Computed properties:
Total charge ... 0
LUMO level ... 0.04107 hartree
Gap between HOMO and LUMO ... 9.2 eV
SMILES ... C=C(N)OC1CC1
Relative energy (zero: lowest compared OMol25 entry of this formula, charge and spin) ... 54.1 kcal per mole

Positions of all 16 atoms, in Å:
C  1.727  -1.016  0.230
C  1.396  0.253  -0.059
N  2.311  1.223  -0.419
O  0.138  0.764  -0.108
C  -0.880  -0.076  0.367
C  -1.847  -0.624  -0.632
C  -2.264  0.468  0.326
H  2.755  -1.260  0.468
H  1.013  -1.825  0.164
H  3.269  0.897  -0.404
H  2.184  2.159  -0.053
H  -0.567  -0.684  1.214
H  -1.680  -0.326  -1.663
H  -2.225  -1.633  -0.497
H  -2.399  1.465  -0.082
H  -2.931  0.216  1.147



(5)
Entry from the OMol25 dataset: a cluster of 13 separate species, C22H67N26O15 in total (ωB97M-V/def2-TZVPD).

Computed properties:
Total charge ... -1
LUMO level ... 0.05345 hartree
Gap between HOMO and LUMO ... 3.4 eV

Positions of all 130 atoms, in Å:
C  -4.091  3.678  4.288
C  -3.105  3.667  2.954
O  -1.815  4.033  3.190
N  -3.606  3.270  1.550
C  -4.172  4.550  0.977
C  -2.358  2.802  0.835
C  -2.642  2.004  -0.583
C  -1.650  0.698  -0.714
C  -0.709  0.717  -2.088
N  0.439  1.672  -1.805
C  1.783  0.957  -1.870
C  2.127  0.400  -0.338
O  3.510  -0.168  -0.248
C  3.630  -0.558  1.191
O  3.507  -1.849  1.592
H  -3.413  3.376  5.195
H  -4.965  2.901  4.222
H  -4.428  4.789  4.443
H  -4.511  5.208  1.913
H  -5.175  4.390  0.350
H  -3.449  5.145  0.275
H  -1.849  1.997  1.554
H  -1.585  3.656  0.586
H  -3.788  1.755  -0.704
H  -2.375  2.759  -1.463
H  -0.871  0.600  0.184
H  -2.333  -0.265  -0.644
H  -1.370  1.031  -3.004
H  -0.272  -0.384  -2.199
H  2.615  1.743  -2.211
H  1.798  0.111  -2.683
H  2.104  1.284  0.459
H  1.405  -0.487  -0.013
H  3.893  0.303  1.952
C  -5.634  -0.520  0.754
O  -4.849  -0.897  -0.101
N  -5.338  0.449  1.639
N  -6.868  -1.038  0.892
H  -5.978  0.766  2.347
H  -4.422  0.870  1.576
H  -7.137  -1.771  0.249
H  -7.521  -0.734  1.594
C  4.442  3.271  0.775
O  3.249  3.518  0.710
N  5.320  4.072  1.406
N  4.992  2.175  0.222
H  6.305  3.877  1.465
H  4.955  4.909  1.839
H  4.373  1.541  -0.264
H  5.974  1.963  0.270
C  -2.951  0.233  6.156
O  -4.144  0.480  6.091
N  -2.073  1.034  6.787
N  -2.401  -0.863  5.602
H  -1.088  0.839  6.845
H  -2.439  1.871  7.219
H  -3.021  -1.497  5.116
H  -1.419  -1.075  5.650
C  4.818  -2.831  -3.712
O  5.336  -2.863  -4.817
N  4.572  -3.938  -2.989
N  4.445  -1.685  -3.114
H  4.145  -3.922  -2.078
H  4.835  -4.825  -3.396
H  4.610  -0.824  -3.618
H  4.017  -1.648  -2.205
C  -2.358  6.772  -1.920
O  -3.157  5.891  -1.645
N  -1.027  6.574  -1.925
N  -2.733  8.023  -2.243
H  -0.361  7.293  -2.150
H  -0.695  5.649  -1.688
H  -3.724  8.221  -2.253
H  -2.082  8.755  -2.471
C  0.516  -3.682  -1.508
O  -0.003  -3.137  -0.547
N  1.841  -3.642  -1.741
N  -0.186  -4.374  -2.422
H  2.278  -4.088  -2.530
H  2.412  -3.133  -1.081
H  -1.187  -4.433  -2.290
H  0.233  -4.827  -3.217
C  -5.634  -5.260  0.797
O  -5.229  -6.390  1.018
N  -6.903  -4.997  0.438
N  -4.848  -4.172  0.891
H  -7.246  -4.070  0.254
H  -7.533  -5.783  0.354
H  -3.884  -4.319  1.158
H  -5.172  -3.238  0.711
C  8.113  -4.883  -2.409
O  7.314  -5.764  -2.134
N  9.443  -5.081  -2.415
N  7.738  -3.632  -2.733
H  10.109  -4.362  -2.640
H  9.775  -6.006  -2.178
H  6.746  -3.434  -2.743
H  8.388  -2.900  -2.961
C  -6.839  -4.246  -3.438
O  -7.358  -3.701  -2.478
N  -5.514  -4.206  -3.672
N  -7.541  -4.938  -4.353
H  -5.077  -4.652  -4.460
H  -4.943  -3.697  -3.012
H  -8.542  -4.998  -4.220
H  -7.122  -5.391  -5.147
C  -7.279  -1.682  4.545
O  -6.494  -2.059  3.689
N  -6.983  -0.713  5.430
N  -8.512  -2.200  4.683
H  -7.623  -0.395  6.138
H  -6.066  -0.291  5.366
H  -8.782  -2.932  4.040
H  -9.166  -1.896  5.384
C  3.315  8.149  0.847
O  3.833  8.117  -0.258
N  3.069  7.042  1.570
N  2.942  9.295  1.445
H  2.642  7.058  2.481
H  3.332  6.155  1.163
H  3.106  10.155  0.941
H  2.514  9.332  2.354
C  12.837  -4.345  -3.637
O  11.643  -4.098  -3.702
N  13.714  -3.544  -3.006
N  13.386  -5.441  -4.190
H  14.699  -3.739  -2.947
H  13.349  -2.706  -2.573
H  12.767  -6.074  -4.676
H  14.368  -5.653  -4.142



- The lowest total charge belongs to which entry?
  C22H67N26O15



What did the first record say?
Entry from the OMol25 dataset: a structure of composition C5H12N3S4 (ωB97M-V/def2-TZVPD).

Computed properties:
Total charge ... +1
LUMO level (spin up / spin down) ... -0.15228 / -0.15804 hartree
Gap between HOMO and LUMO (spin up / spin down) ... 7.5 / 7.1 eV
Relative energy (zero: lowest compared OMol25 entry of this formula, charge and spin) ... 82.1 kcal per mole

Positions of all 24 atoms, in Å:
C  -0.222  -0.580  4.265
C  -0.311  -0.016  -0.022
C  -0.724  0.050  -2.814
C  2.136  -0.584  -0.474
C  0.692  -0.149  -2.387
N  -1.051  -1.120  4.913
N  -1.900  0.672  1.776
N  0.848  0.187  -0.937
S  0.956  0.052  3.411
S  -0.902  1.448  0.834
S  1.834  0.854  -3.419
S  -2.943  1.518  2.665
H  -0.707  -0.988  0.233
H  -1.024  1.014  -3.300
H  -0.900  -0.732  -3.634
H  -1.476  0.020  -1.956
H  2.813  -0.528  -1.294
H  2.465  -0.134  0.473
H  1.844  -1.672  -0.352
H  0.990  -1.212  -2.567
H  -1.497  -1.954  5.160
H  1.046  1.239  -0.907
H  1.384  2.127  -3.034
H  -3.354  0.486  3.367